{
  "formula": "C7H8N2O2",
  "method": "ωB97M-V with the def2-TZVPD basis set",
  "species": ["C", "C", "C", "C", "C", "C", "C", "H", "H", "H", "H", "H", "H", "H", "H", "N", "N", "O", "O"],
  "positions_angstrom": [[0.75, 2.25, 0.08], [0.15, 0.82, -0.07], [-1.95, -0.31, -0.09], [-1.21, -1.52, -0.09], [0.11, -1.52, -0.03], [0.95, -0.34, -0.06], [2.33, -0.35, -0.08], [-0.26, 3.22, 0.26], [1.14, 2.51, -0.98], [1.55, 2.23, 1.10], [-3.50, 0.94, 0.08], [-3.88, -0.79, 0.31], [-2.02, -2.50, -0.23], [0.68, -2.43, -0.12], [3.71, -1.71, 0.04], [-1.23, 0.80, 0.07], [-3.21, -0.28, -0.10], [2.80, -1.63, 0.21], [3.07, 0.60, -0.29]],
  "e_tot_ev": -14460.5097,
  "max_force_ev_per_a": 10.26,
  "lumo_energy_ev": 0.501,
  "e_homo_ev": -8.7,
  "e_above_lowest_kcal_mol": 91.1
}

***

{
  "formula": "C21H21BF4N5O2S2V",
  "method": "ωB97M-V with the def2-TZVPD basis set",
  "species": ["V", "C", "C", "C", "C", "C", "C", "C", "S", "O", "O", "N", "C", "C", "C", "C", "C", "N", "H", "H", "H", "H", "H", "H", "H", "H", "H", "H", "H", "N", "C", "C", "C", "C", "C", "C", "C", "H", "H", "H", "H", "C", "N", "C", "N", "S", "H", "H", "H", "H", "H", "H", "F", "B", "F", "F", "F"],
  "positions_angstrom": [[0.27, -0.12, -0.91], [-2.30, 1.86, 6.43], [-1.66, 1.26, 5.21], [-1.70, 1.93, 3.98], [-1.11, 1.40, 2.85], [-0.47, 0.16, 2.98], [-0.42, -0.55, 4.19], [-1.03, 0.02, 5.29], [0.25, -0.57, 1.64], [0.84, -1.82, 1.96], [-0.83, -0.62, 0.50], [1.20, 0.44, 0.78], [2.51, -0.03, 0.40], [3.66, -0.15, 1.13], [4.77, -0.62, 0.42], [4.67, -0.92, -0.94], [3.46, -0.78, -1.58], [2.40, -0.34, -0.89], [-2.85, 2.77, 6.20], [-1.53, 2.11, 7.17], [-2.98, 1.15, 6.90], [-2.20, 2.89, 3.91], [-1.15, 1.92, 1.91], [0.07, -1.51, 4.25], [-1.00, -0.51, 6.24], [3.71, 0.10, 2.18], [5.72, -0.74, 0.93], [5.53, -1.26, -1.49], [3.31, -1.01, -2.63], [-1.70, -6.82, -2.94], [-1.32, -5.78, -2.65], [-0.86, -4.46, -2.28], [-1.59, -3.34, -2.67], [-1.16, -2.07, -2.31], [0.00, -2.01, -1.56], [0.76, -3.08, -1.14], [0.31, -4.34, -1.53], [-2.48, -3.46, -3.27], [-1.71, -1.20, -2.63], [1.65, -2.98, -0.53], [0.86, -5.22, -1.23], [-3.20, 3.92, -1.45], [-1.86, 3.92, -2.07], [-0.99, 2.94, -2.02], [0.19, 3.08, -2.62], [-1.48, 1.53, -1.11], [-3.61, 4.92, -1.58], [-3.13, 3.70, -0.39], [-3.85, 3.20, -1.94], [-1.61, 4.73, -2.61], [0.36, 3.89, -3.21], [0.78, 2.29, -2.77], [0.63, 0.33, -2.58], [0.97, -0.03, -4.97], [0.17, -1.08, -4.95], [2.27, -0.19, -4.78], [0.49, 1.17, -5.23]],
  "e_tot_ev": -92557.3907,
  "max_force_ev_per_a": 1.60,
  "lumo_energy_ev": -8.377,
  "e_homo_ev": -15.0,
  "e_above_lowest_kcal_mol": 0.0,
  "charge": 2
}